(one)
The following is a DFT calculation (ωB97M-V/def2-TZVPD) of the molecule C8H14.

Values from the calculation:
* molecular weight: 110.2 g mol⁻¹
* orbital gap: 10.13 eV
* E_LUMO: 1.07 eV
* highest occupied orbital energy: -9.06 eV
* SMILES: C=CCC(=C)CCC

```
! RIJCOSX wB97M-V def2-TZVPD def2/J DEFGRID3
* xyz 0 1
C -2.239 -1.793 -1.958
C -2.083 -1.268 -0.789
C -0.810 -1.067 -0.004
C 0.037 0.142 -0.471
C 0.886 -0.057 -1.522
C -0.055 1.391 0.323
C 1.365 1.624 0.917
C 1.660 0.601 2.049
H -3.214 -1.901 -2.461
H -1.402 -2.085 -2.510
H -3.003 -1.206 -0.165
H -0.911 -0.883 1.073
H -0.203 -2.013 -0.189
H 1.510 0.756 -1.879
H 0.957 -1.033 -2.006
H -0.704 1.238 1.225
H -0.293 2.285 -0.226
H 1.413 2.571 1.484
H 2.124 1.548 0.086
H 2.582 0.913 2.598
H 0.824 0.690 2.718
H 1.559 -0.455 1.707
*
```


(two)
The following is a DFT calculation (ωB97M-V/def2-TZVPD) of the molecule C8H14.

Values from the calculation:
* molecular weight: 110.2 g mol⁻¹
* orbital gap: 9.60 eV
* E_LUMO: 0.98 eV
* highest occupied orbital energy: -8.61 eV
* SMILES: C=C(C)C(=C)CCC

```
! RIJCOSX wB97M-V def2-TZVPD def2/J DEFGRID3
* xyz 0 1
C 2.144 1.414 1.256
C 0.971 1.225 0.648
C 0.511 2.385 -0.214
C 0.274 -0.095 0.663
C 1.039 -1.176 0.838
C -1.192 -0.064 0.243
C -1.384 -0.721 -1.160
C -1.362 -2.240 -1.041
H 2.541 0.619 1.887
H 2.796 2.276 1.271
H 0.890 3.264 0.310
H -0.566 2.574 -0.213
H 0.732 2.309 -1.281
H 2.120 -1.292 0.790
H 0.741 -2.162 1.174
H -1.531 0.964 0.213
H -1.809 -0.581 0.985
H -0.610 -0.459 -1.891
H -2.347 -0.362 -1.533
H -1.503 -2.710 -2.009
H -2.059 -2.574 -0.263
H -0.394 -2.592 -0.673
*
```


(three)
The following is a DFT calculation (ωB97M-V/def2-TZVPD) of the molecule C8H14.

Values from the calculation:
* molecular weight: 110.2 g mol⁻¹
* orbital gap (spin up / spin down): 7.73 / 7.73 eV
* E_LUMO (spin up / spin down): 0.60 / 0.60 eV
* highest occupied orbital energy (spin up / spin down): -7.13 / -7.13 eV

```
! RIJCOSX wB97M-V def2-TZVPD def2/J DEFGRID3
* xyz 0 1
C 3.225 0.419 0.109
C 1.991 0.155 -0.230
C 0.829 0.156 0.483
C -0.684 0.694 -0.802
C -0.385 -0.534 -0.019
C -1.380 1.762 0.013
C 0.005 -1.720 -0.888
C -1.493 -0.859 1.042
H 3.856 0.431 -0.730
H 3.545 0.632 1.129
H 1.985 -0.141 -1.293
H 0.745 0.645 1.409
H -0.212 1.089 -1.738
H -0.814 2.016 0.898
H -2.375 1.409 0.200
H -1.476 2.733 -0.562
H 1.030 -2.080 -0.552
H 0.057 -1.473 -1.943
H -0.762 -2.510 -0.917
H -2.264 -1.374 0.520
H -1.802 0.126 1.408
H -0.973 -1.318 1.779
*
```


(four)
The following is a DFT calculation (ωB97M-V/def2-TZVPD) of the molecule C8H14.

Values from the calculation:
* molecular weight: 110.2 g mol⁻¹
* orbital gap: 9.93 eV
* E_LUMO: 1.09 eV
* highest occupied orbital energy: -8.84 eV
* SMILES: C=C/C(=C/C)CCC

```
! RIJCOSX wB97M-V def2-TZVPD def2/J DEFGRID3
* xyz 0 1
C -1.650 -2.038 -0.523
C -0.349 -1.773 -0.579
C 0.014 -0.296 -0.680
C -0.254 0.363 -1.814
C -0.094 1.813 -2.077
C 0.880 0.218 0.430
C 0.235 0.750 1.686
C 0.989 0.439 2.966
H -2.352 -1.241 -0.678
H -2.036 -3.051 -0.479
H 0.467 -2.476 -0.544
H -0.600 -0.277 -2.621
H -1.011 2.151 -2.570
H 0.844 2.010 -2.606
H -0.091 2.386 -1.143
H 1.497 -0.660 0.749
H 1.681 0.827 0.009
H 0.113 1.839 1.606
H -0.740 0.280 1.816
H 2.002 0.857 2.977
H 0.488 0.863 3.840
H 1.118 -0.634 3.087
*
```


Quick ranking, most stable first: (four), (two), (one), (three).


(one)
The following is a DFT calculation (ωB97M-V/def2-TZVPD) of the molecule C2HN3O3.

Values from the calculation:
* molecular weight: 115.0 g mol⁻¹
* orbital gap: 10.19 eV
* E_LUMO: -1.07 eV
* highest occupied orbital energy: -11.26 eV
* SMILES: O=Cn1onnc1=O

```
! RIJCOSX wB97M-V def2-TZVPD def2/J DEFGRID3
* xyz 0 1
O -2.546 -0.287 0.175
C -1.501 0.357 0.044
N -0.106 -0.053 -0.208
O 0.109 -1.454 -0.250
N 1.248 -1.631 0.000
N 2.021 -0.542 0.361
C 1.155 0.533 -0.034
O 1.294 1.704 -0.086
H -1.674 1.373 -0.003
*
```


(two)
The following is a DFT calculation (ωB97M-V/def2-TZVPD) of the molecule C2HN3O3.

Values from the calculation:
* molecular weight: 115.0 g mol⁻¹
* orbital gap: 8.35 eV
* E_LUMO: -2.15 eV
* highest occupied orbital energy: -10.50 eV
* SMILES: O=c1nn[nH]oc1=O

```
! RIJCOSX wB97M-V def2-TZVPD def2/J DEFGRID3
* xyz 0 1
O -1.547 1.481 0.291
C -0.508 0.749 0.020
N 0.789 1.475 -0.258
N 1.870 0.667 -0.120
N 1.586 -0.721 0.114
O 0.385 -1.542 0.100
C -0.779 -0.604 0.015
O -1.896 -1.121 -0.253
H 2.459 -1.354 0.536
*
```


(three)
The following is a DFT calculation (ωB97M-V/def2-TZVPD) of the molecule C2HN3O3.

Values from the calculation:
* molecular weight: 115.0 g mol⁻¹
* orbital gap: 9.18 eV
* E_LUMO: -1.01 eV
* highest occupied orbital energy: -10.19 eV
* SMILES: O=c1nnnc(O)o1

```
! RIJCOSX wB97M-V def2-TZVPD def2/J DEFGRID3
* xyz 0 1
O 2.332 -0.992 -0.217
C 1.408 -0.226 -0.040
N 1.454 1.164 0.055
N 0.401 1.752 0.099
N -0.731 1.230 -0.171
C -0.869 -0.030 -0.005
O -2.090 -0.526 -0.144
O 0.095 -0.839 0.377
H -2.000 -1.533 0.046
*
```


Quick ranking, most stable first: (three), (one), (two).


(one)
The following is a DFT calculation (ωB97M-V/def2-TZVPD) of a structure of composition C15H14AsF5LiO9PS.

Values from the calculation:
* molecular weight: 578.2 g mol⁻¹
* orbital gap: 7.68 eV
* E_LUMO: 4.68 eV
* highest occupied orbital energy: -3.00 eV

```
! RIJCOSX wB97M-V def2-TZVPD def2/J DEFGRID3
* xyz -2 1
Li 0.687 -1.108 0.106
O 0.460 0.326 3.029
As 0.667 1.401 1.635
O 1.437 2.750 2.170
O 1.351 0.563 0.354
C -1.184 1.941 1.251
C -1.364 3.321 1.338
C -2.598 3.903 1.092
C -3.684 3.103 0.765
C -3.527 1.731 0.684
C -2.284 1.145 0.918
S -2.289 -0.638 0.709
O -3.266 -1.124 1.658
O -2.646 -0.850 -0.689
O -0.912 -1.082 0.991
H 0.054 -0.501 2.730
H -0.500 3.917 1.610
H -2.713 4.979 1.160
H -4.655 3.547 0.575
H -4.364 1.092 0.434
C -2.380 1.040 -3.345
O -1.033 0.598 -3.425
P -0.182 0.647 -2.003
O 0.349 -0.911 -1.980
C -0.388 -2.023 -2.480
O 1.208 1.253 -2.610
C 1.608 2.512 -2.084
H -2.796 0.997 -4.353
H -2.442 2.073 -2.989
H -2.975 0.415 -2.676
H 0.309 -2.646 -3.041
H -1.197 -1.695 -3.130
H -0.801 -2.588 -1.646
H 2.556 2.767 -2.555
H 1.756 2.457 -1.005
H 0.881 3.297 -2.319
F 0.635 -3.272 2.575
C 1.889 -3.227 2.025
C 2.086 -2.744 0.758
C 3.394 -2.771 0.357
F 3.749 -2.337 -0.896
C 4.452 -3.232 1.121
F 5.731 -3.246 0.666
C 4.191 -3.708 2.392
F 5.197 -4.183 3.166
C 2.890 -3.708 2.857
F 2.640 -4.183 4.101
*
```


(two)
The following is a DFT calculation (ωB97M-V/def2-TZVPD) of a structure of composition C15H14AsF5LiO9PS.

Values from the calculation:
* molecular weight: 578.2 g mol⁻¹
* orbital gap: 8.23 eV
* E_LUMO: 4.73 eV
* highest occupied orbital energy: -3.50 eV

```
! RIJCOSX wB97M-V def2-TZVPD def2/J DEFGRID3
* xyz -2 1
Li -0.358 1.009 0.997
O -0.516 3.537 3.303
As 0.650 2.242 3.604
O 0.889 2.135 5.222
O 0.174 0.883 2.780
C 2.322 2.971 2.851
C 3.362 2.968 3.785
C 4.628 3.425 3.463
C 4.879 3.916 2.188
C 3.859 3.934 1.254
C 2.587 3.459 1.572
S 1.426 3.564 0.198
O 1.286 4.984 -0.057
O 2.073 2.823 -0.875
O 0.181 2.938 0.662
H -0.604 3.597 2.336
H 3.134 2.598 4.778
H 5.417 3.404 4.207
H 5.863 4.284 1.920
H 4.032 4.312 0.254
C 4.532 0.713 -0.398
O 3.759 -0.447 -0.089
P 2.603 -0.238 1.061
O 1.273 0.009 0.141
C 1.144 -0.523 -1.179
O 2.478 -1.845 1.358
C 1.414 -2.188 2.260
H 5.460 0.365 -0.855
H 4.768 1.281 0.506
H 3.993 1.373 -1.079
H 0.080 -0.644 -1.369
H 1.654 -1.483 -1.265
H 1.564 0.191 -1.889
H 1.770 -3.003 2.891
H 0.540 -2.512 1.695
H 1.117 -1.336 2.877
F -3.102 2.234 -0.407
C -3.184 0.875 -0.471
C -2.164 0.092 0.017
C -2.393 -1.254 -0.117
F -1.458 -2.162 0.315
C -3.527 -1.819 -0.680
F -3.699 -3.160 -0.784
C -4.517 -0.980 -1.153
F -5.639 -1.491 -1.709
C -4.346 0.388 -1.051
F -5.320 1.202 -1.521
*
```


Quick ranking, most stable first: (two), (one).


(one)
The following is a DFT calculation (ωB97M-V/def2-TZVPD) of a cluster of 2 separate species, C2H8N5 in total.

Values from the calculation:
* molecular weight: 102.1 g mol⁻¹
* orbital gap: 5.26 eV
* E_LUMO: -7.27 eV
* highest occupied orbital energy: -12.53 eV

```
! RIJCOSX wB97M-V def2-TZVPD def2/J DEFGRID3
* xyz 1 1
C 0.351 -0.981 -0.275
C 0.415 -1.806 1.052
N 0.383 0.455 0.123
N -0.434 -0.009 2.161
N 0.102 -1.184 2.273
N -0.440 2.207 -2.352
N -0.107 0.850 1.147
H 1.208 -0.937 -0.938
H -0.691 -1.136 -0.637
H -0.299 -2.708 1.062
H 1.351 -2.449 0.959
H -1.012 2.320 -3.227
H -0.790 0.603 2.889
H -0.493 3.028 -1.799
H 0.455 1.748 -2.439
*
```


(two)
The following is a DFT calculation (ωB97M-V/def2-TZVPD) of a cluster of 2 separate species, C2H8N5 in total.

Values from the calculation:
* molecular weight: 102.1 g mol⁻¹
* orbital gap (spin up / spin down): 9.99 / 7.94 eV
* E_LUMO (spin up / spin down): -4.96 / -7.06 eV
* highest occupied orbital energy (spin up / spin down): -14.95 / -14.99 eV

```
! RIJCOSX wB97M-V def2-TZVPD def2/J DEFGRID3
* xyz 1 1
C -1.573 -0.444 -0.141
C -1.387 0.994 -0.681
N -0.211 -0.850 0.195
N 0.585 1.345 0.722
N 0.053 1.237 -0.629
N 2.907 -0.002 -0.293
N 0.611 0.156 0.006
H -2.182 -0.467 0.772
H -2.021 -1.119 -0.875
H -1.681 1.097 -1.726
H -1.912 1.746 -0.088
H -0.014 -1.533 0.916
H 1.480 1.842 0.751
H 2.986 0.256 -1.279
H 3.100 -1.002 -0.218
*
```


Quick ranking, most stable first: (one), (two).